No. 1
Below is an isolated ion of composition C5H6NO3 and charge +1 in a non-equilibrium geometry, with properties calculated with wB97M-V/def2-TZVPD.

Results
frontier orbital gap	8.060	eV
2S+1	1
net charge	+1
LUMO energy	-0.231	Eh
relative energy (zero: lowest compared OMol25 entry of this formula, charge and spin)	2.1870	eV

CARTESIAN COORDINATES (ANGSTROEM)
C: -1.246 0.256 0.423
C: 0.094 -0.742 -1.442
C: -1.362 -2.063 0.165
C: 0.432 1.303 -0.200
C: 1.651 1.291 0.703
N: -0.870 -0.989 -0.198
O: -2.088 0.507 1.185
O: 0.200 -1.510 -2.292
O: 0.606 0.437 -1.301
H: -1.021 -3.039 -0.345
H: -1.991 -1.955 1.075
H: -0.123 2.183 -0.349
H: 1.287 1.736 1.725
H: 2.247 2.200 0.367
H: 2.186 0.386 0.484

---

No. 2
Below is a 2-piece molecular cluster, C4H11NO overall in a non-equilibrium geometry, with properties calculated with wB97M-V/def2-TZVPD.

Results
frontier orbital gap	9.212	eV
2S+1	1
LUMO energy	0.031	Eh
structure (SMILES)	C=CO.CNC
relative energy (zero: lowest compared OMol25 entry of this formula, charge and spin)	1.7639	eV

CARTESIAN COORDINATES (ANGSTROEM)
C: 2.925 2.005 -0.573
C: 1.967 1.115 -0.352
O: 0.827 1.437 0.289
H: 3.748 1.810 -1.242
H: 2.751 2.989 -0.155
H: 2.095 0.093 -0.702
H: 0.154 0.728 0.161
C: -1.507 -1.004 1.460
N: -0.691 -0.973 0.234
C: -1.566 -0.886 -0.942
H: -1.948 -0.013 1.609
H: -2.334 -1.717 1.446
H: -0.823 -1.167 2.294
H: -0.193 -1.854 0.196
H: -2.362 -1.637 -0.912
H: -1.017 -1.032 -1.866
H: -2.025 0.104 -0.946

---

Q: What is the LUMO energy in the second record?
A: 0.031 Eh

---

Q: What is the LUMO energy in the first record?
A: -0.231 Eh

---

Q: The lowest relative energy (zero: lowest compared OMol25 entry of this formula, charge and spin) belongs to which entry?
A: C4H11NO